Entry 1:
Molecular formula: C5H5NOS
Method: DFT, wB97M-V/def2-TZVPD

As for the SMILES: S/N=c1/cccco1. The value obtained for the HOMO energy is -7.70 eV. For the energy relative to the best compared isomer or geometry (same formula, charge and spin), the calculation gives 49.9 kcal per mole. The electronic energy comes out at -721.64013 Ha. The LUMO energy is 0.14 eV. For the frontier orbital gap, the calculation gives 7.84 eV. Its largest force on an atom is 0.073 Eh/bohr.

The geometry in ORCA input format:
```
! RIJCOSX wB97M-V def2-TZVPD def2/J DEFGRID3
* xyz 0 1
C -0.129 0.152 0.934
C 0.738 1.153 0.382
C 0.956 1.091 -0.939
C 0.467 0.011 -1.688
C -0.432 -0.883 -1.196
H -1.821 -1.636 2.031
H 1.280 1.747 1.027
H 1.600 1.859 -1.468
H 0.618 -0.063 -2.707
H -0.838 -1.720 -1.780
N -0.414 0.145 2.203
O -0.758 -0.841 0.141
S -1.266 -1.013 3.061
*
```

Entry 2:
Molecular formula: C5H5NS
Method: DFT, wB97M-V/def2-TZVPD

As for the SMILES: NC1=CC(=S)C=C1. The value obtained for the HOMO energy is -8.16 eV. For the energy relative to the best compared isomer or geometry (same formula, charge and spin), the calculation gives 15.7 kcal per mole. The electronic energy comes out at -646.42784 Ha. The LUMO energy is -0.88 eV. For the frontier orbital gap, the calculation gives 7.28 eV. Its largest force on an atom is 0.017 Eh/bohr.

The geometry in ORCA input format:
```
! RIJCOSX wB97M-V def2-TZVPD def2/J DEFGRID3
* xyz 0 1
C 0.383 -0.883 -1.114
C -0.016 0.402 -0.911
C -0.225 0.562 0.505
C 0.104 -0.751 1.163
C 0.470 -1.604 0.191
H 0.721 -1.027 -3.140
H 1.107 -2.440 -2.254
H -0.195 1.175 -1.628
H 0.021 -0.939 2.227
H 0.752 -2.673 0.265
N 0.697 -1.515 -2.272
S -0.724 1.884 1.339
*
```

Entry 3:
Molecular formula: C5H5NS2
Method: DFT, wB97M-V/def2-TZVPD

The value obtained for the HOMO energy is -9.12 eV. For the energy relative to the best compared isomer or geometry (same formula, charge and spin), the calculation gives 73.2 kcal per mole. The electronic energy comes out at -1044.51864 Ha. The LUMO energy is -0.86 eV. For the frontier orbital gap, the calculation gives 8.26 eV. Its largest force on an atom is 0.165 Eh/bohr.

The geometry in ORCA input format:
```
! RIJCOSX wB97M-V def2-TZVPD def2/J DEFGRID3
* xyz 0 1
C -0.594 -0.477 0.270
C 0.200 -0.892 -0.786
C 1.301 -0.115 -0.042
C 0.328 0.684 0.853
C 0.315 2.007 0.259
H -2.803 -1.191 0.011
H -0.734 -1.085 1.231
H -0.083 -0.501 -1.763
H 0.595 -1.861 -1.177
H 0.519 0.583 1.869
N 0.311 2.805 -0.684
S -2.254 0.124 -0.042
S 2.898 -0.081 0.001
*
```